2 unconnected molecules or ions with the total composition C3H10O2S at a distorted geometry, computed with wB97M-V/def2-TZVPD.

Last column: Mulliken charge in e.
CARTESIAN COORDINATES (ANGSTROEM)
C1 -0.00999 0.71343 0.50405  -0.543
H1 1.33045 -1.25229 -1.06486  0.353
H2 -3.11616 0.60618 -1.56173  0.130
H3 -1.74170 -0.70636 0.44472  0.350
H4 0.71474 -1.37211 1.05708  0.342
H5 -0.40941 1.54308 1.11863  0.417
H6 -0.97645 -0.56540 -1.05199  0.374
H7 0.52953 -0.53515 -2.17694  0.335
H8 0.72443 1.22165 -0.20175  0.251
O1 2.17235 -0.16671 1.03602  -0.540
S1 -2.44899 1.38170 -0.65113  -0.277
C2 0.79370 -0.28713 1.26937  -0.588
H9 2.41931 0.78210 0.82618  0.317
O2 0.59052 -1.36935 -1.69777  -0.698
C3 -1.23686 0.04870 -0.17161  -0.556
H10 0.66453 -0.04235 2.32171  0.334

Output
Largest force on an atom: 3.10 eV Å⁻¹
Net charge: 0
Kohn-Sham gap: 0.3568 Eh
DFT total energy: -668.91865 hartree